The following is a quantum chemistry calculation of a cluster of 4 separate species, C4H16O3S in total, from the Open Molecules 2025 dataset.

Values from the calculation:
highest occupied orbital energy: -8.984 eV
E: -785.86635 Eh
gap between HOMO and LUMO: 9.392 eV
charge: 0

XYZ file:
```
24
Properties=species:S:1:pos:R:3:mulliken_charge:R:1
C -1.46378 1.64800 -2.01461 -1.178
C -0.49512 1.07341 -0.95938 -0.377
C -1.14492 0.14003 0.11925 -0.476
C -0.06177 -0.08159 1.22095 -0.632
S -0.62451 -1.59103 2.07044 -0.252
H -2.41821 1.13430 -2.05155 0.328
H -1.63465 2.70276 -1.79970 0.306
H -1.05302 1.49748 -3.01751 0.318
H 0.02050 1.86036 -0.44427 0.344
H 0.09054 0.33345 -1.50195 0.256
H -1.38511 -0.82289 -0.31991 0.173
H -2.05433 0.57555 0.56473 0.389
H 0.04351 0.78199 1.89448 0.344
H 0.94342 -0.28198 0.86523 0.366
H -1.76782 -1.18959 2.52800 0.095
O 2.94766 5.01012 2.24706 -0.639
H 2.61515 4.76861 1.35714 0.320
H 3.18466 4.15878 2.63524 0.319
O -1.30353 -2.99601 -2.30710 -0.618
H -1.56809 -3.88128 -2.53774 0.306
H -2.13999 -2.56983 -2.09625 0.309
O 3.28879 -4.34376 1.45844 -0.639
H 2.38111 -3.98401 1.45723 0.321
H 3.59951 -3.94286 0.63177 0.316
```

The following is a quantum chemistry calculation of a structure of composition C6H20BMgN2OP, from the Open Molecules 2025 dataset.

Values from the calculation:
highest occupied orbital energy (spin up / spin down): -6.870 / -10.316 eV
E: -991.31749 Eh
2S+1: 2
gap between HOMO and LUMO (spin up / spin down): 4.254 / 7.690 eV
charge: +1

XYZ file:
```
32
Properties=species:S:1:pos:R:3:mulliken_charge:R:1
Mg -0.98972 -1.03805 1.53793 0.478
H -0.46107 -0.75928 -0.48001 -0.163
H -1.18695 1.09709 0.62710 0.066
P 2.14999 -0.15359 -1.80604 0.989
C 2.58321 -1.85129 -1.38793 -1.098
H 3.43018 -2.18756 -2.00938 0.407
H 2.87424 -1.91484 -0.32933 0.389
H 1.71213 -2.50398 -1.54837 0.372
C 2.09711 0.17160 -3.56596 -1.129
H 2.35398 1.22176 -3.76101 0.366
H 2.80256 -0.46453 -4.10858 0.376
H 1.07145 -0.01439 -3.91364 0.388
C 3.27948 0.96875 -0.95992 -1.144
H 3.55422 0.55972 0.02477 0.365
H 4.18453 1.11627 -1.57141 0.390
H 2.77914 1.93630 -0.80913 0.385
C 0.61405 0.62362 1.79694 -0.088
O 1.35057 1.50641 1.70021 -0.400
H -2.82089 1.14052 0.23885 0.334
H -1.68784 1.73706 -0.84732 0.363
H -1.86377 -0.50204 -1.94379 -0.160
H -2.40119 -1.32677 -0.12092 -0.104
B -1.70432 -0.51349 -0.75176 0.198
N -1.89306 0.98305 -0.16923 -0.665
H 0.83895 0.12614 -1.36576 -0.162
H 0.63358 -1.70526 1.31288 -0.227
C -4.17460 0.41280 4.40170 -0.848
C -3.37815 0.10317 3.22512 0.603
N -2.59952 -0.23991 2.42570 -0.173
H -4.91067 -0.39020 4.59569 0.305
H -4.72779 1.35669 4.27351 0.290
H -3.50984 0.50421 5.28908 0.298
```

The following is a quantum chemistry calculation of a structure of composition C29H72NO22P3Pt, from the Open Molecules 2025 dataset.

Values from the calculation:
highest occupied orbital energy (spin up / spin down): -13.431 / -13.431 eV
E: -4001.19772 Eh
2S+1: 3
gap between HOMO and LUMO (spin up / spin down): 5.388 / 4.557 eV
charge: +2

XYZ file:
```
128
Properties=species:S:1:pos:R:3:mulliken_charge:R:1
N -2.55392 4.28554 0.18419 -0.235
H -2.77327 4.63478 -0.74845 0.434
H -3.34834 3.79226 0.59813 0.392
H -2.20658 4.94923 0.88027 0.399
H -1.72643 3.64274 0.04508 0.186
Pt 0.59166 4.69456 -1.24759 2.958
C 0.24723 0.82723 0.81846 -0.451
C -0.24061 1.73026 -0.31575 1.899
O -0.10180 3.11044 -0.03889 -1.658
H -0.54875 0.25864 1.29216 0.133
H 0.53841 1.50601 1.63265 0.171
H 1.13542 0.23533 0.61920 -0.073
H -1.29118 1.48318 -0.48960 -0.287
H 0.38106 1.47059 -1.17876 -1.193
C -3.90839 0.68290 -1.57726 -1.395
C -2.98551 0.77986 -2.76853 -0.019
O -2.25279 -0.40721 -3.09687 1.039
P -2.99305 -1.51991 -3.95799 -0.381
O -4.44250 -1.69795 -3.72495 -0.821
O -2.71084 -1.14316 -5.49128 -0.024
C -3.56226 -1.41851 -6.61455 -0.297
C -2.93479 -2.47212 -7.49197 -1.189
O -2.11126 -2.82316 -3.62042 -0.018
C -2.71717 -4.12415 -3.73782 -0.319
C -1.72491 -5.12744 -3.21160 -1.095
H -4.17894 1.60507 -1.05334 0.306
H -4.86043 0.18913 -1.76495 0.402
H -3.36656 0.10304 -0.82159 0.292
H -3.45946 1.16423 -3.67152 0.389
H -2.22605 1.52553 -2.52249 -0.047
H -4.61795 -1.52758 -6.38590 0.382
H -3.42983 -0.53697 -7.24760 0.252
H -1.87804 -2.28588 -7.70161 0.287
H -2.93075 -3.52175 -7.18071 0.270
H -3.36420 -2.51661 -8.49667 0.417
H -3.64428 -4.18610 -3.16502 0.349
H -2.97788 -4.30809 -4.78243 0.201
H -0.81671 -5.08910 -3.81204 0.281
H -1.51931 -4.94517 -2.15704 0.177
H -2.15516 -6.12783 -3.27100 0.458
C -1.09050 -2.52637 9.73648 -1.312
C -0.64187 -2.14897 8.33528 -0.211
O -1.70203 -1.90470 7.41950 -0.254
P -2.05520 -0.42527 6.92115 0.401
O -1.80381 0.65150 7.89391 -0.749
O -3.60326 -0.56833 6.57375 -0.310
C -4.57666 -1.10932 7.47482 -0.038
C -5.62429 -0.05794 7.74670 -1.170
O -1.34032 -0.38616 5.48686 0.299
C -1.40667 0.79683 4.68872 -0.455
C -2.43405 0.69017 3.57014 -0.676
H -1.82207 -3.33239 9.60483 0.302
H -0.25007 -2.88576 10.31899 0.405
H -1.70664 -1.72598 10.14753 0.274
H -0.01891 -1.25106 8.41764 0.329
H 0.03578 -2.92262 7.96841 0.401
H -4.99365 -2.05679 7.12774 0.355
H -3.99413 -1.35456 8.37038 0.144
H -5.26878 0.66303 8.48074 0.302
H -5.80106 0.50655 6.82877 0.243
H -6.56523 -0.53039 8.02588 0.395
H -1.59199 1.62230 5.38823 0.459
H -0.39889 1.07193 4.36259 0.275
H -2.18165 -0.13932 2.91130 0.081
H -3.41143 0.58150 4.03552 0.466
H -2.39004 1.62009 2.99612 0.069
C -0.67305 1.08286 -5.64833 -1.517
C 0.00479 1.25749 -4.30010 1.123
O 1.40373 1.59824 -4.53887 -0.218
P 2.28894 2.13259 -3.34691 -0.239
O 1.73831 3.32492 -2.66448 -1.047
O 2.74737 0.87102 -2.43623 0.709
C 3.15870 1.25992 -1.10343 0.856
C 3.51321 -0.03560 -0.37773 -1.353
O 3.61130 2.61103 -4.11150 -0.274
C 4.43471 1.56205 -4.73326 0.040
C 5.60550 2.24942 -5.38625 -1.397
H -0.12060 1.74149 -6.32218 0.573
H -0.57504 0.08372 -6.06806 0.244
H -1.72457 1.35826 -5.63558 0.282
H -0.42185 2.09870 -3.74679 -0.025
H 0.00837 0.34558 -3.69961 -0.390
H 4.08152 1.84432 -1.17600 0.367
H 2.43499 1.88468 -0.57854 -0.580
H 2.76045 -0.80864 -0.56144 0.000
H 4.43790 -0.45769 -0.76478 0.425
H 3.51963 0.05147 0.70916 0.393
H 4.74482 0.85767 -3.96257 0.196
H 3.81879 1.02358 -5.45292 0.262
H 5.33291 3.06643 -6.05056 0.356
H 6.44040 2.52623 -4.74405 0.343
H 6.08385 1.51211 -6.04205 0.399
C 3.15631 3.63451 2.24169 -0.467
O 3.64386 4.91614 1.84768 -0.366
C 3.36168 5.35338 0.64381 0.567
O 2.60037 4.78851 -0.12436 -0.652
O 3.95616 6.48062 0.35767 -0.311
C 5.04147 6.96839 1.19217 -0.627
H 2.07916 3.48246 2.23209 0.180
H 3.56514 3.44852 3.23084 0.368
H 3.60421 2.87495 1.59588 0.196
H 5.76734 6.16041 1.26051 0.311
H 4.65130 7.22225 2.17333 0.291
H 5.51696 7.81712 0.71502 0.266
C -0.44908 -3.40159 0.82930 -0.584
O -0.03892 -2.30954 1.64896 -0.221
C 0.58416 -2.50549 2.80242 0.581
O 0.85354 -3.55522 3.31795 -0.579
O 0.89729 -1.29666 3.23884 -0.023
C 1.62162 -1.16406 4.46750 -0.682
H -0.86924 -2.97989 -0.07886 -0.027
H -1.19659 -4.05700 1.27802 0.387
H 0.39560 -4.05463 0.61219 0.381
H 0.93025 -1.19867 5.30934 0.052
H 2.05864 -0.17409 4.37161 0.261
H 2.35802 -1.92283 4.72528 0.361
C 0.95327 -1.81167 -2.57808 -0.280
O 1.62000 -2.96900 -2.04489 -0.091
C 2.83451 -3.20312 -2.57895 0.771
O 3.50610 -2.46556 -3.24412 -0.526
O 3.19543 -4.40120 -2.16126 -0.326
C 4.50945 -4.84827 -2.41717 -0.712
H 0.02637 -2.18455 -3.01206 0.004
H 1.51428 -1.39665 -3.41625 0.435
H 0.83504 -1.08138 -1.77912 0.076
H 4.57624 -5.90569 -2.17119 0.258
H 5.26327 -4.33598 -1.81752 0.291
H 4.72519 -4.73626 -3.48108 0.310
```

Which value of charge does entry 1 give? 0

Which formula does entry 2 have? C6H20BMgN2OP